Entry 1:
Here is a 13-piece molecular cluster, H26O13 overall from OMol25. Energies are from ωB97M-V/def2-TZVPD.

E: -993.63615 a.u.
gap between HOMO and LUMO: 10.11 eV
E_LUMO: -0.5 eV
molecular weight: 234.2 g/mol
highest occupied orbital energy: -10.639 eV
energy above the lowest of the compared OMol25 structures with the same formula, charge and spin: 86.0 kcal per mole

```
39
Properties=species:S:1:pos:R:3:forces:R:3:mulliken_charge:R:1
H -0.636 0.839 -0.206 -0.3393 0.0429 -0.3094 0.349
H -0.001 -0.510 -0.499 -0.1904 -0.2262 0.0308 0.411
H 3.410 0.708 -3.274 -0.0127 -0.1290 0.0026 0.315
H 3.485 0.503 -1.770 0.1395 -0.0452 -0.0870 0.306
H 3.033 1.428 0.540 0.1487 -0.0488 0.1832 0.245
H 4.245 0.846 1.250 -0.0417 0.0618 0.0474 0.336
H -2.253 1.085 2.538 -0.0198 -0.1132 -0.0018 0.299
H -2.659 -0.344 2.858 0.0993 0.0209 -0.0594 0.294
H -0.072 -2.443 -2.563 0.0302 -0.0395 -0.2216 0.285
H 1.099 -2.811 -1.666 0.0950 -0.1400 0.0845 0.327
H 1.994 5.109 -0.231 -0.0031 0.0936 -0.0499 0.328
H 0.802 4.840 0.672 -0.0356 0.1489 -0.0849 0.299
H 0.882 -0.015 2.051 -0.1332 -0.0254 0.1317 0.338
H 1.118 0.284 0.580 0.1344 -0.0662 0.2666 0.125
H -1.602 -4.994 -0.930 -0.0418 -0.0023 0.0689 0.312
H -1.430 -4.373 0.447 0.0075 -0.1120 -0.0814 0.322
H 1.026 3.048 3.943 0.0652 -0.0421 0.0665 0.310
H 1.679 3.254 2.586 0.2200 -0.0345 0.1079 0.285
H -1.575 -1.300 -1.591 -0.5169 0.4320 -0.1038 0.326
H -3.021 -0.842 -1.486 0.4300 -0.1377 0.0780 0.216
H -5.071 -1.179 0.380 -0.0292 0.0275 -0.0118 0.331
H -4.824 -0.345 -0.867 -0.2472 0.0679 0.0532 0.326
H 2.235 -4.031 0.664 -0.0582 -0.0459 -0.0599 0.284
H 0.994 -3.433 1.307 0.0522 0.1171 -0.0632 0.305
H -1.323 3.193 -1.781 0.0533 0.0455 -0.1289 0.297
H -2.052 1.890 -2.066 0.1484 -0.2953 -0.0649 0.321
O -0.808 -0.003 -0.642 1.0946 0.2947 0.9548 -0.637
O 3.666 0.062 -2.607 -0.0298 0.1944 0.1004 -0.606
O 3.896 1.671 0.893 -0.1339 -0.0026 -0.2442 -0.608
O -1.900 0.250 2.865 -0.0199 0.1327 0.0343 -0.584
O 0.890 -2.403 -2.514 -0.2050 0.0763 0.2427 -0.604
O 1.114 5.438 -0.016 0.0241 -0.2435 0.1090 -0.622
O 1.165 -0.428 1.228 0.5389 0.1017 0.0571 -0.557
O -2.098 -4.739 -0.143 0.0834 0.1116 -0.0001 -0.629
O 1.786 2.776 3.416 -0.2817 0.0026 -0.1510 -0.598
O -2.330 -1.037 -2.129 -1.0226 -0.8679 -0.9794 -0.600
O -4.968 -0.268 0.083 0.1674 -0.1074 -0.0743 -0.635
O 1.278 -3.974 0.561 -0.0434 0.0862 0.0021 -0.612
O -1.176 2.245 -1.880 -0.1267 0.6665 0.1552 -0.598
```
Positions in Å, forces in eV/Å.

=====

Entry 2:
Here is C28H68N5O6S2 as an isolated structure from OMol25. Energies are from ωB97M-V/def2-TZVPD.

E: -2629.18935 a.u.
gap between HOMO and LUMO: 8.04 eV
total charge: -1
E_LUMO: 2.2 eV
molecular weight: 635.0 g/mol
highest occupied orbital energy: -5.848 eV
energy above the lowest of the compared OMol25 structures with the same formula, charge and spin: 8.8 kcal per mole

```
109
Properties=species:S:1:pos:R:3:forces:R:3:mulliken_charge:R:1
C 3.750 -6.017 3.192 -0.3344 0.0671 -0.0743 -0.367
O 3.775 -4.816 3.935 0.1764 0.2947 -0.0003 -0.396
C 2.513 -4.355 4.339 0.5078 -0.7452 -0.0934 -0.472
S 1.791 -3.355 2.991 0.2253 2.0506 -0.6457 0.993
O 2.312 -2.015 3.191 -0.1397 -0.0406 0.3677 -0.664
O 2.233 -3.912 1.727 -0.3687 -0.9931 0.1230 -0.711
N 0.179 -3.246 3.076 0.6225 -0.9825 0.4397 -0.377
S -0.617 -4.441 3.744 -0.9333 0.5997 0.0882 0.882
O -2.031 -4.223 3.527 0.0414 0.1106 -0.1972 -0.506
O -0.262 -4.700 5.120 0.2862 -0.1455 -0.0801 -0.674
C -0.278 -5.935 2.760 -0.2477 -0.3010 0.0310 -0.300
C -0.068 -7.198 3.547 0.6709 -0.0992 0.6177 -0.123
O 0.713 -7.341 4.462 -0.3554 0.0838 -0.6474 -0.444
H 4.011 -6.860 3.828 0.1413 -0.1402 0.1192 0.250
H 4.431 -5.927 2.356 0.2634 -0.0007 -0.0712 0.259
H 2.764 -6.195 2.774 -0.1295 -0.0757 -0.0674 0.046
H 1.890 -5.189 4.643 -0.3109 0.0274 -0.0405 0.455
H 2.680 -3.692 5.176 -0.2413 0.3085 0.0899 0.303
H -1.167 -6.062 2.152 -0.1793 0.1053 -0.1281 0.151
H 0.540 -5.752 2.067 0.3600 0.0819 0.1150 0.342
H -0.676 -8.061 3.221 -0.1216 -0.0290 -0.0186 0.344
C 1.368 4.598 5.052 0.0295 0.0182 0.0271 -1.445
C 1.076 3.165 5.471 0.1829 0.0585 -0.0494 -0.266
N -0.031 2.568 4.753 -0.2533 0.0349 0.0114 0.178
C -0.458 1.297 5.320 -0.0267 -0.1981 0.1608 -0.850
C 0.528 0.124 5.270 -0.1314 -0.0498 0.0150 -0.611
C 0.074 2.603 3.305 0.1373 0.1755 -0.2295 -1.170
C 1.291 1.921 2.662 -0.1393 -0.0976 -0.1897 0.037
H 0.485 5.228 5.172 -0.0285 -0.0198 -0.0471 0.328
H 2.166 5.006 5.675 -0.0016 0.0044 0.0151 0.438
H 1.702 4.663 4.016 -0.0022 0.0014 -0.0034 0.272
H 0.817 3.168 6.534 -0.0375 -0.0977 0.0081 0.458
H 2.005 2.579 5.382 0.0076 0.0223 0.0251 0.224
H -1.388 0.996 4.832 0.0189 0.0573 -0.1012 0.346
H -0.730 1.482 6.366 0.0702 0.1013 -0.0027 0.378
H 0.605 -0.317 4.280 0.0765 -0.0282 0.0076 0.003
H 0.182 -0.667 5.937 -0.0063 -0.0248 -0.0125 0.424
H 1.529 0.409 5.596 0.0034 0.0224 -0.0071 0.260
H 0.058 3.651 2.989 0.0411 0.0208 0.0840 0.413
H -0.840 2.180 2.882 -0.0209 -0.1241 0.1283 0.329
H 2.216 2.127 3.200 -0.0043 0.0119 0.0313 0.296
H 1.420 2.285 1.639 -0.0180 0.0306 0.0142 -0.197
H 1.163 0.841 2.602 0.1319 -0.0246 0.0770 0.187
C -5.131 -4.703 2.653 -0.0555 -0.1450 0.0264 -1.432
C -4.707 -3.934 1.416 -0.1098 0.1046 0.1083 -0.445
N -4.184 -4.781 0.358 -0.0163 0.0167 -0.0963 0.298
C -3.533 -4.035 -0.701 0.2363 0.0926 -0.0478 -0.712
C -4.387 -3.088 -1.558 0.0500 -0.0369 -0.0839 -1.055
C -5.051 -5.861 -0.066 -0.0893 -0.2064 0.0580 -0.766
C -6.445 -5.504 -0.607 -0.0038 -0.0964 -0.0830 -1.008
H -4.292 -5.278 3.041 0.0173 0.0136 0.0145 0.238
H -5.447 -4.005 3.428 0.0411 0.0272 0.0166 0.434
H -5.970 -5.378 2.463 -0.0050 0.0339 -0.0268 0.364
H -3.914 -3.245 1.714 0.0766 -0.0285 -0.0811 0.485
H -5.553 -3.312 1.073 0.0063 -0.0137 0.0055 0.239
H -3.025 -4.745 -1.361 -0.0544 -0.0601 0.0057 0.406
H -2.735 -3.449 -0.238 -0.0413 0.0043 0.0844 0.362
H -4.997 -3.627 -2.282 -0.0670 -0.0045 0.0391 0.216
H -3.732 -2.422 -2.125 0.0146 0.0004 0.0131 0.421
H -5.041 -2.462 -0.951 -0.0070 -0.0071 0.0291 0.272
H -5.181 -6.539 0.780 -0.0077 0.0618 0.0550 0.394
H -4.517 -6.453 -0.814 0.0489 0.0955 -0.0567 0.389
H -6.929 -4.731 -0.011 0.0208 0.0117 0.0328 0.250
H -7.088 -6.388 -0.581 0.0126 -0.0039 0.0111 0.370
H -6.410 -5.166 -1.642 -0.0014 0.0910 0.0179 0.281
C 4.140 3.025 -4.035 0.0137 -0.0254 -0.0312 -1.024
C 4.234 1.898 -3.016 -0.0706 -0.0065 -0.1841 -0.364
N 3.758 2.274 -1.701 0.0725 0.0976 0.2193 0.095
C 4.070 1.288 -0.674 0.1108 -0.1918 0.1223 -0.711
C 3.416 -0.093 -0.784 0.0299 -0.0321 0.1144 -0.863
C 2.413 2.816 -1.658 -0.2439 0.1513 -0.1428 -0.594
C 1.269 1.935 -2.181 -0.1307 0.0895 0.0803 -0.922
H 4.688 3.905 -3.697 -0.0390 0.0201 0.0383 0.317
H 4.571 2.698 -4.983 0.0135 -0.0008 -0.0050 0.468
H 3.108 3.317 -4.235 0.0060 0.0133 0.0002 -0.122
H 5.284 1.614 -2.919 -0.0073 -0.0614 0.0877 0.455
H 3.711 1.016 -3.421 0.0269 0.0028 -0.0189 0.241
H 3.827 1.707 0.306 -0.0829 0.1183 -0.0566 0.328
H 5.156 1.151 -0.665 0.0108 0.0714 -0.1327 0.428
H 2.370 -0.073 -0.485 -0.0260 -0.0370 -0.0372 0.094
H 3.919 -0.787 -0.109 -0.0324 -0.0170 0.0278 0.401
H 3.485 -0.508 -1.790 -0.0027 0.0274 -0.0199 0.315
H 2.403 3.752 -2.225 0.0885 -0.0279 -0.0399 0.332
H 2.188 3.116 -0.632 0.1212 -0.1135 0.0765 0.226
H 1.533 1.418 -3.105 0.0292 0.0076 -0.0080 0.184
H 0.396 2.559 -2.392 0.0017 -0.0025 -0.0002 0.409
H 0.957 1.192 -1.449 0.0447 -0.0769 -0.0470 0.282
C 0.594 3.107 -6.098 -0.0104 -0.0115 -0.0178 -1.465
C 0.117 4.265 -5.235 -0.0815 -0.1784 -0.0286 -0.051
N 0.504 5.569 -5.739 0.0293 0.0859 0.0269 0.124
C 0.267 6.640 -4.788 0.0804 0.1095 0.1757 -0.618
C -1.182 6.955 -4.390 0.0296 0.0910 -0.0030 -1.008
C 0.126 5.846 -7.112 0.0199 -0.0597 -0.2456 -0.737
C -1.364 5.788 -7.480 0.0186 0.0867 -0.0678 -0.980
H 1.678 3.129 -6.217 0.0026 0.0381 -0.0378 0.272
H 0.322 2.164 -5.623 0.0134 -0.0067 0.0252 0.391
H 0.136 3.115 -7.088 0.0022 -0.0040 -0.0028 0.445
H 0.561 4.147 -4.242 -0.0246 0.1075 0.0418 0.079
H -0.973 4.172 -5.099 0.0126 -0.0271 0.0315 0.263
H 0.734 7.550 -5.174 -0.0080 -0.0164 -0.0825 0.380
H 0.823 6.393 -3.879 -0.0068 -0.0908 -0.0138 0.307
H -1.711 7.500 -5.171 -0.0343 -0.0565 -0.0341 0.243
H -1.184 7.589 -3.501 0.0131 -0.0053 0.0087 0.408
H -1.748 6.056 -4.150 0.0057 -0.0232 -0.0067 0.271
H 0.662 5.144 -7.756 -0.0035 -0.0592 0.0552 0.379
H 0.526 6.827 -7.382 -0.0184 0.0531 0.1099 0.391
H -1.865 4.931 -7.029 0.0188 -0.0230 0.0157 0.257
H -1.472 5.696 -8.563 0.0165 -0.0056 0.0002 0.367
H -1.896 6.690 -7.182 -0.0372 -0.0331 0.0753 0.281
```
Positions in Å, forces in eV/Å.

=====

Entry 3:
Here is a 2-piece molecular cluster, CH3IO3P overall from OMol25. Energies are from ωB97M-V/def2-TZVPD.

E: -904.78858 a.u.
gap between HOMO and LUMO: 4.58 eV
total charge: -1
E_LUMO: 0.9 eV
molecular weight: 220.9 g/mol
highest occupied orbital energy: -3.669 eV
energy above the lowest of the compared OMol25 structures with the same formula, charge and spin: 39.0 kcal per mole

```
9
Properties=species:S:1:pos:R:3:forces:R:3:mulliken_charge:R:1
C 0.610 0.052 0.024 1.1113 2.0031 0.1357 -0.417
O -3.160 -0.329 0.671 2.1791 0.8123 -2.1748 -0.530
O -1.579 -1.634 -0.951 0.2628 0.3801 -1.3229 -0.494
O -0.661 0.291 0.506 -4.8035 0.8637 0.7263 -0.237
P -1.902 -0.457 -0.160 -1.5744 -0.9908 4.9395 0.931
I 4.173 1.939 0.162 -0.1069 -0.0458 -0.0179 -0.949
H 1.099 -0.484 0.784 1.1417 -0.9055 0.3959 0.212
H 1.070 1.007 -0.186 0.5280 0.1085 0.2430 0.165
H 0.350 -0.385 -0.851 1.2620 -2.2256 -2.9247 0.320
```
Positions in Å, forces in eV/Å.

=====

- Look up the gap between HOMO and LUMO of the third one.
  4.58 eV

=====

- Which value of gap between HOMO and LUMO does entry 1 give?
  10.11 eV

=====

- Among the records above, which one has the lowest energy above the lowest of the compared OMol25 structures with the same formula, charge and spin?
  C28H68N5O6S2